{"formula": "C10H13IN3O9S3", "method": "the ωB97M-V functional and the def2-TZVPD basis", "e_lumo_ev": 1.92, "total_energy_ha": -2722.258310, "charge": -1, "e_homo_ev": -6.1, "elements": ["O", "C", "I", "C", "S", "O", "O", "N", "S", "O", "O", "C", "C", "S", "C", "N", "N", "C", "O", "H", "H", "H", "H", "H", "H", "H", "C", "C", "C", "O", "C", "O", "O", "H", "H", "H", "H", "H", "H"], "coordinates": [[5.68339, 1.12052, -0.14496], [5.25910, 1.67938, -1.30433], [6.07139, 0.69649, -3.13615], [4.26270, 2.98636, -1.39830], [2.55592, 2.68302, -0.61018], [2.64543, 1.23243, -0.00190], [2.25238, 3.62313, 0.58112], [1.32044, 2.62327, -1.84275], [0.48620, 4.14585, -2.02716], [0.11831, 4.25564, -3.55752], [1.32814, 5.40264, -1.70324], [-1.14282, 4.16992, -1.06166], [-2.16552, 2.94647, -1.56613], [-2.09826, 1.52469, -0.34688], [-1.29955, -0.00423, -1.07672], [-1.49345, -0.74049, -2.38465], [-0.57104, -1.80810, -2.29828], [0.24109, -1.84025, -1.02102], [-0.28032, -0.69000, -0.26552], [4.79673, 3.90038, -0.86040], [4.12611, 3.28019, -2.53851], [-1.69675, 5.22528, -1.12093], [-0.94227, 3.98589, 0.08286], [-3.24951, 3.43909, -1.53551], [-1.95178, 2.65714, -2.68110], [1.08755, -2.55106, -0.63652], [-2.87213, -3.32460, 3.79170], [-2.40452, -4.33869, 2.76765], [-0.95619, -4.70382, 2.89243], [-0.64437, -5.13361, 1.57895], [-1.48720, -4.45480, 0.74402], [-1.38451, -4.42628, -0.46963], [-2.46253, -3.80660, 1.45406], [-3.86610, -2.94663, 3.53008], [-2.91544, -3.76863, 4.79070], [-2.20554, -2.45601, 3.82595], [-3.05026, -5.22500, 2.79667], [-0.78506, -5.50507, 3.61612], [-0.30979, -3.85388, 3.13768]], "atomic_forces_ev_per_a": [[-2.96, 4.24, -8.12], [1.67, -2.63, 7.36], [-0.71, 0.85, 1.00], [1.57, 0.62, -1.41], [-3.07, -3.32, 5.42], [0.17, 4.43, -3.14], [1.41, -1.69, -4.25], [0.73, 2.65, 1.77], [2.64, 3.17, -4.72], [0.16, -1.30, 5.13], [-2.52, -3.77, 0.25], [-1.27, -0.67, 1.21], [0.24, 1.84, -1.10], [0.60, -1.39, -1.07], [1.66, -3.42, -2.79], [3.43, 0.76, 6.82], [2.26, 0.58, 3.95], [-5.48, 3.73, -3.77], [-0.89, -0.54, -3.01], [-1.25, -2.11, -0.88], [0.10, -0.73, 2.49], [1.62, -2.27, -0.42], [0.05, 0.36, -2.32], [2.21, -1.50, 0.12], [-0.26, 0.39, 2.26], [-2.11, 1.77, -0.80], [-0.17, 0.35, -0.14], [-0.55, 0.55, 1.13], [0.37, -0.38, 0.66], [-0.33, 0.25, -0.70], [0.08, 0.23, -2.85], [-0.22, -0.21, 2.91], [0.72, -0.49, -0.70], [0.11, -0.18, 0.08], [0.00, -0.02, -0.15], [-0.01, -0.19, -0.06], [0.15, -0.04, 0.02], [0.06, 0.01, -0.25], [-0.23, 0.04, 0.07]]}